(1)
56
Properties=species:S:1:pos:R:3:forces:R:3 method="wB97M-V/def2-TZVPD" total_charge=+1 e_homo_ev="-10.6 / -10.7" e_lumo_ha="-0.1552 / -0.2185"
C 0.4752 -1.7209 2.3394 0.37 0.02 -0.36
C 0.0465 -2.5633 1.2676 1.19 0.75 1.21
C 1.2265 -3.0042 0.5632 2.13 1.32 0.75
H -0.9667 -2.7993 1.0180 -0.31 -0.26 -0.03
C 2.3398 -2.3425 1.1509 -0.77 -2.41 -2.44
C 1.8812 -1.5796 2.2492 -2.00 0.98 1.73
H 2.4860 -0.9829 2.9607 -0.36 -0.54 -0.67
H -0.1986 -1.2671 3.0619 0.32 -0.04 -0.12
H 1.2303 -3.7194 -0.2385 0.13 -0.01 -0.18
H 3.3895 -2.4638 0.8543 -0.71 0.01 0.20
Ga 2.5494 1.1146 -1.7799 0.47 -0.89 1.53
C 0.6513 1.0944 -2.3443 -1.71 -1.57 -2.45
H 0.9393 1.0481 -3.5010 -0.90 1.43 2.31
H 0.3690 1.9269 -1.6905 0.25 0.92 -1.02
H -0.3231 0.4875 -2.3217 1.97 -0.17 0.49
Si -1.9028 -0.1240 0.1318 1.82 3.22 -4.85
C -2.6132 1.6150 -0.0141 -0.78 0.25 1.26
C -3.4441 1.6782 1.1137 -0.73 -0.17 0.53
H -3.5267 0.7958 1.7683 0.08 0.57 -0.17
C -4.3070 2.7285 1.4060 -0.07 0.42 -0.49
H -4.9850 2.6400 2.2387 -0.08 0.04 0.16
C -4.3496 3.8390 0.5684 0.21 -0.23 -0.25
H -5.1247 4.6158 0.7052 0.78 -0.38 -0.03
C -3.4469 3.8764 -0.5154 -0.38 -0.45 0.31
H -3.4775 4.7574 -1.1566 0.20 -0.34 -0.02
C -2.6143 2.7793 -0.8180 -0.36 0.30 -0.08
H -2.0633 2.8728 -1.7565 0.13 -0.28 0.31
C -2.3719 -1.1570 -1.3120 0.38 0.29 0.06
C -3.7483 -1.3328 -1.4635 0.08 -0.98 -0.05
H -4.4491 -0.5396 -1.2079 0.13 -0.16 0.13
C -4.2039 -2.5876 -1.8526 -0.25 0.11 -0.43
H -5.2834 -2.7570 -1.9561 0.53 -0.14 0.16
C -3.2825 -3.5867 -2.1859 0.04 0.06 -0.48
H -3.6542 -4.5679 -2.4710 0.09 0.15 -0.01
C -1.9112 -3.3097 -2.2847 -0.51 0.40 -0.13
H -1.2436 -4.0119 -2.7749 -0.05 -0.09 0.32
C -1.4455 -2.0777 -1.8174 -0.72 -0.68 -0.10
H -0.3783 -1.8646 -1.8192 -0.13 -0.02 0.22
H -0.4623 0.0938 -0.0410 0.51 -0.38 0.49
H -2.3324 -0.8055 1.1905 -0.95 -1.49 3.14
C 5.3327 -1.0922 -0.3029 0.25 -0.17 -0.30
O 4.3361 -0.0743 -0.1497 0.05 -0.08 0.24
C 4.8157 1.0543 0.5879 0.69 -0.79 -0.94
C 3.6766 1.8485 1.1520 -0.52 0.21 0.37
O 2.4063 1.3431 0.7191 0.57 0.13 0.17
C 1.4293 1.7450 1.6764 -1.17 0.06 0.10
H 4.8277 -1.9611 -0.7391 0.19 0.26 0.02
H 5.7813 -1.3965 0.6610 -0.38 0.28 -0.23
H 6.1580 -0.7664 -0.9627 -0.38 -0.04 0.18
H 5.4658 0.7054 1.3943 0.04 0.05 -0.11
H 5.3910 1.6664 -0.1075 0.33 0.09 0.13
H 3.7399 2.8794 0.8071 0.12 0.26 0.35
H 3.7406 1.7990 2.2514 -0.28 0.22 -0.40
H 0.5076 1.2432 1.4019 -0.11 0.11 -0.17
H 1.6543 1.3638 2.6935 0.29 0.45 -0.57
H 1.2632 2.8434 1.6521 0.28 -0.58 0.20

***

(2)
150
Properties=species:S:1:pos:R:3:forces:R:3 method="wB97M-V/def2-TZVPD" total_charge=-2 e_homo_ev="-1.7 / -2.9" multiplicity=6 e_lumo_ha="0.1506 / 0.1489"
Ru -0.2150 -0.6448 0.6411 -0.23 -0.40 0.70
C 4.0859 -2.6518 -1.8241 -0.03 -0.05 0.01
C 4.7138 -1.3959 -1.2396 0.00 0.06 0.01
N 3.9967 -0.1937 -1.6456 0.20 -0.10 -0.04
C 4.5308 0.5347 -2.7893 -0.03 -0.06 0.04
C 5.5946 1.5383 -2.3671 0.02 0.04 0.01
C 2.9213 0.2589 -0.9731 -0.20 0.21 -0.03
S 2.4492 -0.4728 0.5047 -0.09 0.24 -0.34
N 2.3919 1.4044 -1.4533 0.37 -0.17 0.44
C 1.1192 1.6903 -1.4294 -0.86 0.12 -0.14
O 0.1559 0.8544 -1.5007 0.44 -0.01 0.11
C 0.7388 3.1415 -1.4473 0.15 -0.21 -0.05
C -0.6014 3.4897 -1.5307 -0.06 0.19 0.02
C -0.9725 4.8266 -1.5553 0.05 -0.09 0.02
C -0.0043 5.8179 -1.4848 0.01 0.02 -0.04
C 1.3384 5.4717 -1.3848 -0.02 -0.04 0.00
C 1.7069 4.1358 -1.3684 0.06 0.08 0.00
H 3.0672 -2.7649 -1.4474 0.02 0.01 -0.02
H 4.6619 -3.5343 -1.5351 0.00 0.00 -0.01
H 4.0505 -2.6032 -2.9156 0.01 0.00 0.00
H 5.7468 -1.2793 -1.5783 0.02 -0.02 0.00
H 4.7196 -1.4531 -0.1523 0.02 0.01 -0.01
H 3.7136 1.0508 -3.2846 0.07 -0.04 0.07
H 4.9390 -0.1977 -3.4903 0.02 0.00 0.02
H 5.1518 2.2798 -1.7013 -0.01 0.00 0.00
H 6.0071 2.0535 -3.2376 0.00 0.00 0.00
H 6.4149 1.0489 -1.8372 0.00 -0.01 -0.01
H -1.3438 2.7068 -1.5575 -0.03 -0.02 -0.01
H -2.0204 5.0870 -1.6112 -0.05 0.03 0.01
H -0.2947 6.8622 -1.5054 0.00 0.00 0.03
H 2.0957 6.2433 -1.3116 0.00 0.00 -0.01
H 2.7466 3.8417 -1.2906 -0.03 0.01 0.00
C -0.5395 -6.4692 -2.9351 0.01 -0.03 -0.04
C 0.2067 -5.4216 -2.1357 0.00 -0.06 0.02
O -0.2470 -5.4303 -0.7849 -0.05 0.03 -0.07
P -1.0382 -4.1378 -0.1313 -0.17 0.22 0.04
S -2.1950 -1.4720 0.9247 0.20 0.39 -0.16
S 0.3362 -2.6169 -0.5815 0.27 -0.02 -0.01
O -2.1825 -3.8720 -1.3075 0.14 -0.18 0.04
C -3.5413 -4.0231 -0.9237 -0.12 0.12 0.05
C -4.0770 -5.3816 -1.3320 -0.01 -0.01 -0.03
H -0.1643 -6.4982 -3.9609 0.00 -0.02 0.00
H -1.6036 -6.2331 -2.9579 -0.01 0.02 0.01
H -0.4132 -7.4576 -2.4879 0.00 0.01 0.00
H 0.0692 -4.4343 -2.5758 -0.03 0.04 0.02
H 1.2802 -5.6321 -2.1252 0.01 0.01 -0.01
H -4.0954 -3.2180 -1.4159 0.06 -0.14 0.11
H -3.6392 -3.8785 0.1581 -0.01 -0.03 -0.04
H -4.0016 -5.5133 -2.4132 0.01 0.00 -0.02
H -5.1274 -5.4795 -1.0443 0.00 0.00 0.00
H -3.5080 -6.1788 -0.8501 0.01 -0.01 0.01
C -4.1527 0.1107 4.8354 -0.04 -0.03 0.02
C -2.8317 0.7820 5.2028 -0.02 -0.06 -0.10
C -2.8868 1.5056 6.5288 -0.05 0.05 0.07
O -1.7977 -0.1720 5.2542 0.03 0.05 -0.09
C -1.2672 -0.3162 3.9237 -0.21 -0.02 0.07
C -1.7997 0.9446 3.1776 -0.19 -0.06 0.05
O -2.4583 1.7013 4.2050 0.16 0.02 0.06
C -1.0059 1.8989 2.2625 0.29 0.13 0.01
O -0.5467 1.2576 1.1205 -0.30 0.03 -0.19
C -2.0655 2.9197 1.7622 0.11 -0.01 -0.21
C -2.0480 4.2800 2.0275 -0.05 0.06 0.12
C -2.9988 5.1312 1.4683 0.04 -0.01 0.00
C -3.9736 4.6360 0.6202 0.01 -0.07 -0.01
C -3.9924 3.2720 0.3360 -0.02 0.05 0.03
C -3.0517 2.4286 0.9005 0.02 0.00 -0.04
C 0.1689 2.6371 2.9202 -0.01 0.07 -0.02
C 0.0918 3.2601 4.1650 0.01 -0.03 0.01
C 1.1540 4.0111 4.6516 0.03 -0.02 -0.02
C 2.3083 4.1688 3.8966 -0.05 -0.03 -0.01
C 2.3960 3.5453 2.6605 -0.01 -0.01 0.04
C 1.3408 2.7811 2.1849 0.01 0.01 -0.03
C 0.2097 -0.7517 3.9328 0.18 -0.04 0.22
O 0.6669 -0.7603 2.6428 -0.02 -0.13 -0.15
C 1.1583 0.0863 4.8206 0.09 -0.01 -0.02
C 2.4295 0.3502 4.3152 -0.02 0.06 0.01
C 3.3869 1.0012 5.0806 -0.02 -0.01 0.01
C 3.0990 1.4084 6.3763 -0.05 -0.02 -0.03
C 1.8339 1.1619 6.8890 0.02 0.02 -0.04
C 0.8767 0.5097 6.1210 -0.03 -0.01 0.04
C 0.1981 -2.2119 4.4843 0.02 -0.06 -0.05
C -0.0204 -3.2281 3.5544 0.02 -0.01 0.00
C -0.0703 -4.5588 3.9406 0.00 0.01 0.02
C 0.1074 -4.9085 5.2740 0.01 0.05 -0.02
C 0.3292 -3.9078 6.2084 -0.02 0.01 -0.03
C 0.3711 -2.5734 5.8160 -0.02 0.02 0.06
H -4.4108 -0.6363 5.5879 0.00 0.01 0.00
H -4.0654 -0.3902 3.8702 0.00 -0.01 0.01
H -4.9488 0.8543 4.7705 0.01 0.00 0.00
H -3.0943 0.7959 7.3308 0.00 0.00 0.00
H -3.6704 2.2643 6.5109 0.00 0.00 -0.01
H -1.9269 1.9870 6.7146 0.01 -0.01 -0.01
H -1.7716 -1.1592 3.4448 0.00 -0.01 0.02
H -2.5663 0.5583 2.5020 -0.03 -0.04 0.00
H -1.2885 4.6946 2.6774 0.01 -0.01 -0.05
H -2.9569 6.1921 1.6880 0.00 0.00 0.00
H -4.7025 5.3008 0.1709 -0.01 0.00 0.01
H -4.7382 2.8672 -0.3389 -0.01 0.00 0.00
H -3.0555 1.3730 0.6483 0.05 0.01 -0.02
H -0.8082 3.1584 4.7544 0.00 0.00 0.01
H 1.0784 4.4715 5.6303 0.00 0.00 0.01
H 3.1358 4.7561 4.2781 0.01 0.00 0.01
H 3.2960 3.6388 2.0633 0.01 -0.01 -0.01
H 1.4157 2.2668 1.2386 0.03 0.02 -0.01
H 2.6373 0.0457 3.2982 0.02 0.00 -0.01
H 4.3635 1.2001 4.6539 0.00 0.01 -0.01
H 3.8437 1.9256 6.9707 0.01 0.00 0.01
H 1.5826 1.4817 7.8948 0.00 0.00 0.01
H -0.0993 0.3211 6.5420 0.02 0.03 0.00
H -0.1401 -2.9585 2.5137 0.00 -0.04 0.02
H -0.2460 -5.3200 3.1894 0.00 0.00 -0.01
H 0.0784 -5.9483 5.5795 0.00 -0.01 0.00
H 0.4729 -4.1618 7.2530 0.01 0.00 0.01
H 0.5517 -1.8148 6.5657 0.00 -0.04 -0.02
C 1.1737 -3.8415 -5.0525 -0.06 -0.23 0.12
Ge 1.1207 -1.8930 -5.2159 0.10 0.02 -0.09
C 2.9613 -1.4287 -5.7385 0.17 0.06 0.07
C 0.1027 -1.5308 -6.8611 -0.13 0.06 -0.16
Ge 0.3042 -0.4939 -3.3451 -0.25 -0.03 -0.31
C 0.3121 1.1973 -4.4134 0.10 0.23 0.26
C 1.5345 1.7473 -4.8114 -0.08 0.04 -0.08
C 1.6260 3.0163 -5.3700 -0.05 -0.06 0.01
C 0.4787 3.7768 -5.5483 0.00 -0.01 0.01
C -0.7496 3.2472 -5.1775 0.01 -0.03 0.00
C -0.8284 1.9800 -4.6133 -0.01 -0.06 -0.11
C -1.6246 -0.9206 -3.2318 -0.06 0.00 0.06
C -2.4907 -0.1599 -2.4413 -0.01 0.01 -0.02
C -3.8582 -0.4032 -2.4295 0.01 -0.03 0.00
C -4.3965 -1.4170 -3.2094 0.03 0.07 -0.07
C -3.5500 -2.2078 -3.9746 0.05 0.01 0.00
C -2.1819 -1.9652 -3.9730 -0.04 0.05 0.09
H 1.6683 -4.2608 -5.9322 -0.02 -0.02 -0.01
H 0.1669 -4.2566 -4.9787 0.04 -0.03 -0.03
H 1.7243 -4.1397 -4.1602 0.04 -0.03 -0.02
H 3.3052 -2.1271 -6.5058 0.00 -0.01 0.00
H 3.6475 -1.4741 -4.8913 -0.01 -0.02 -0.03
H 2.9922 -0.4205 -6.1481 0.04 0.05 -0.05
H 0.5861 -2.0197 -7.7120 -0.03 0.01 -0.02
H 0.0723 -0.4540 -7.0363 0.01 -0.01 -0.03
H -0.9248 -1.8866 -6.7798 -0.01 -0.01 -0.02
H 2.4425 1.1756 -4.6698 -0.02 0.00 -0.02
H 2.5943 3.4181 -5.6471 0.01 0.00 0.00
H 0.5427 4.7779 -5.9579 0.00 0.00 -0.01
H -1.6524 3.8333 -5.3068 -0.01 0.01 0.01
H -1.8001 1.5967 -4.3226 0.01 0.00 0.05
H -2.0907 0.6286 -1.8152 0.01 -0.05 0.00
H -4.5002 0.1910 -1.7893 0.00 0.02 -0.01
H -5.4649 -1.6007 -3.2080 -0.01 -0.02 0.02
H -3.9522 -3.0263 -4.5616 0.00 -0.01 -0.01
H -1.5416 -2.6224 -4.5495 0.02 0.01 -0.05

***

(3)
30
Properties=species:S:1:pos:R:3:forces:R:3 method="wB97M-V/def2-TZVPD" e_homo_ev=-10.8 e_lumo_ha=-0.0030
O -0.3542 -2.5368 -2.4147 0.52 0.78 0.33
H 0.1704 -3.3425 -2.4809 -0.59 0.06 -0.51
H -1.0939 -2.4558 -3.0257 0.37 -0.67 -0.26
O 2.9730 -1.6081 0.6958 -0.11 -1.18 0.45
H 2.3006 -2.2747 0.9057 -0.49 0.50 -0.13
H 3.7228 -2.1213 1.0313 0.42 0.63 -0.24
O -1.9511 -2.7115 -0.2975 -2.71 1.15 2.29
H -1.4219 -2.2262 -0.8990 1.26 -1.03 -0.83
H -1.8782 -3.6079 -0.0145 0.95 -0.65 -0.89
O 0.4241 2.3235 -0.0402 2.17 0.29 -0.61
H 0.5076 2.1942 0.9314 -1.21 -0.12 -0.75
H -0.3751 2.2322 -0.5427 -0.99 0.07 0.88
O 3.2534 0.8259 -1.0830 0.36 0.34 -0.27
H 3.0849 1.4406 -0.3673 -0.08 0.21 0.06
H 2.5378 0.2026 -1.0053 -0.17 -0.51 0.13
O -2.4087 2.8976 1.4780 0.47 0.77 2.57
H -2.1834 2.9738 2.4720 -0.59 -0.37 -2.48
H -2.2225 1.9878 1.2538 0.10 -0.44 -0.04
O -1.8326 1.8684 -2.8418 -0.75 0.45 -0.28
H -1.6241 1.0459 -2.3896 0.51 -0.02 0.12
H -1.0355 2.3743 -3.0048 0.24 -0.26 0.06
O -0.6705 0.0734 -1.0801 -0.01 -0.45 -0.01
H -0.3317 -0.8160 -1.1626 -0.09 -0.65 -0.29
H 0.1629 0.5461 -1.0717 0.32 0.80 0.29
O 0.5917 2.6597 2.5205 -0.29 1.06 0.16
H 1.4642 2.7627 2.9161 -0.02 0.04 0.02
H 0.3061 3.5675 2.2526 0.35 -0.97 0.31
O -0.4160 -2.9859 2.6401 -0.89 0.95 -0.46
H -0.8881 -2.1510 2.8599 0.63 -0.73 0.14
H -0.8120 -3.1386 1.7642 0.31 -0.08 0.24

***

(4)
11
Properties=species:S:1:pos:R:3:forces:R:3 method="wB97M-V/def2-TZVPD" e_homo_ev=-10.9 e_lumo_ha=-0.0242
O 1.8011 0.3152 1.1327 -0.05 0.00 -0.09
S 1.0476 -0.8612 1.3902 0.35 -0.14 0.88
O -0.2299 -0.7694 2.0064 -0.01 0.02 -0.10
O 1.6733 -2.1355 1.2701 -0.34 0.30 -0.46
C -1.1808 1.0551 -0.3637 -0.36 0.38 0.17
N -0.3225 0.0024 -0.7699 0.13 -0.40 0.17
C 0.3559 -0.4700 -1.6266 -0.33 -0.02 0.51
O 1.0574 -1.0851 -2.3082 0.73 -0.40 -1.07
H -0.8871 1.3508 0.6425 -0.14 0.12 -0.06
H -1.1069 1.9093 -1.0349 -0.03 0.01 0.02
H -2.2081 0.6883 -0.3384 0.05 0.13 0.03